One molecule with the formula C5H4O2, computed with ωB97M-V with the def2-TZVPD basis set.

Atoms and positions in Å:
C  0.3971  -1.0889  0.0865
H  0.9341  2.1500  1.0210
C  -0.8556  -0.9164  -0.3809
C  1.1445  0.0398  0.5793
O  -0.6566  1.4504  -0.0041
C  0.5378  1.2406  0.5815
C  -1.2532  0.4323  -0.7468
H  2.1370  -0.0742  0.9948
H  -1.5005  -1.7288  -0.6926
O  -1.9719  0.7365  -1.6578
H  0.8492  -2.0741  0.0584

Output
**Energy**: -9343.96596 eV
**Net charge**: 0
**SMILES**: O=c1cccco1
**HOMO level**: -9.174 eV
**Largest force on an atom**: 0.5 eV Å⁻¹
**Orbital gap**: 0.3472 hartree

Atom charges from the natural (NBO) analysis, given in e for atoms 1 to 6:
1 C -0.1354
2 H 0.2034
3 C -0.3319
4 C -0.3595
5 O -0.4619
6 C 0.2041

One molecule with the formula C4H7NO, computed with ωB97M-V with the def2-TZVPD basis set.

Atoms and positions in Å:
C  -1.0441  0.3630  1.0682
O  2.9861  -1.7465  -0.2160
H  0.3779  1.5114  -0.6515
C  2.1340  -0.9590  -0.0880
C  -1.0564  -0.0472  -0.4144
H  -1.1790  -1.1266  -0.5736
H  0.7636  0.0912  -1.7096
C  0.3545  0.4184  -0.7649
H  -1.5328  1.3619  1.1563
H  -1.4943  -0.3262  1.7675
N  1.2889  -0.1462  0.2033
H  -1.7753  0.4441  -1.1005
H  0.1715  0.1629  1.3613

Output
**Energy**: -7797.63038 eV
**Net charge**: 0
**SMILES**: CCCN=C=O
**HOMO level**: -10.097 eV
**Largest force on an atom**: 4.2 eV Å⁻¹
**Orbital gap**: 0.3985 hartree

Atom charges from the natural (NBO) analysis, given in e for atoms 1 to 6:
1 C -0.6689
2 O -0.4994
3 H 0.2040
4 C 0.8779
5 C -0.4221
6 H 0.2036

A 20-piece molecular cluster, H40O20 overall, computed with ωB97M-V with the def2-TZVPD basis set.

Atoms and positions in Å:
H  -0.1879  -5.4158  -0.1299
H  4.5616  -0.7882  -1.1979
H  1.2298  -1.5650  2.8120
H  -2.0175  -2.4048  -0.0909
H  -1.8314  1.7149  0.5548
H  2.0421  1.1734  -4.1906
O  1.6013  3.3490  -0.6303
H  -3.8776  -1.8096  2.1641
H  -0.1711  -2.4176  -3.2654
H  2.1965  -4.0025  -1.0491
H  0.1490  -4.5492  -1.2894
H  0.1942  2.5090  2.9924
O  -1.6620  1.2055  -0.2448
O  -4.1469  -1.4982  3.0379
H  -1.4143  5.2462  1.8175
H  2.5382  3.5322  -0.7902
O  0.4718  2.4019  2.0745
H  -1.1130  -0.4157  -1.2441
O  -1.4634  3.0498  -2.3093
H  -4.9495  -2.0172  3.2109
O  -0.4590  -1.5632  1.4738
H  3.7719  -1.2073  -3.1831
H  0.9959  -1.4306  4.3584
H  0.4274  -0.2746  -0.8823
H  2.5047  -2.4832  -0.9696
H  -0.2166  -0.5034  4.5092
O  -3.3868  3.4152  1.8783
O  3.6438  -0.7508  -4.0092
H  0.1569  -2.0810  0.9337
H  4.5402  -0.4449  -4.2196
H  -1.3665  3.4810  -1.4743
O  1.8762  -3.1565  -0.7283
H  1.1218  4.0694  -1.0596
H  -4.2137  2.6660  -3.1588
O  1.6024  1.9607  -4.5457
H  -4.3549  1.2114  -2.9438
H  -3.0055  3.3608  2.7467
H  -1.3793  -0.8423  3.9650
O  0.9879  -2.0316  3.6088
O  -0.2694  -0.8654  -1.1187
H  -1.3584  -3.3989  -0.7897
H  -1.0689  -1.1591  0.8669
O  -1.1384  -0.2168  4.6805
H  1.0560  2.2089  -3.7873
H  -0.2030  4.4968  1.3639
H  4.0262  0.1771  3.8279
H  -1.4191  -3.2717  -3.0304
O  -0.4578  -3.3241  -3.0622
H  3.6660  -1.3668  4.2560
H  -2.1970  1.4516  -1.0019
O  -3.9531  1.9868  -2.5238
O  0.2491  -5.4595  -0.9754
H  6.0549  -1.2122  -1.6385
O  -2.2462  -3.2724  -0.4419
H  0.9111  3.2069  1.8140
O  -0.4850  5.1036  2.0650
O  5.3889  -0.5259  -1.6192
H  -2.3905  2.8502  -2.5296
H  -3.7285  2.6630  1.3898
O  4.1663  -0.7656  3.7229

Output
**Energy**: -41597.60568 eV
**Net charge**: 0
**HOMO level**: -11.045 eV
**Largest force on an atom**: 2.3 eV Å⁻¹
**Orbital gap**: 0.3899 hartree

Atom charges from the natural (NBO) analysis, given in e for atoms 1 to 6:
1 H 0.4676
2 H 0.4721
3 H 0.4905
4 H 0.4539
5 H 0.5003
6 H 0.4782

C14H13N5O2S as an isolated structure, computed with ωB97M-V with the def2-TZVPD basis set.

Atoms and positions in Å:
C  -3.0337  0.8188  -2.6080
H  -3.4965  1.3459  -1.6454
O  1.3844  2.8813  1.9492
H  1.5650  -2.3880  -0.1456
S  2.2411  -2.1503  2.5603
C  -0.9683  -0.0348  1.4563
H  -1.9069  2.9638  0.9551
N  -2.2449  -0.2484  1.2339
C  0.7003  -0.6062  -1.0631
H  -0.2801  -2.6362  -1.1082
N  -0.1468  -1.1410  1.9746
C  3.4965  -1.3697  1.2881
H  -0.4872  2.2041  -2.2233
C  -0.6197  1.0638  -2.1349
C  0.6033  0.5694  -1.4894
H  -3.5756  0.1560  -3.0304
C  -0.4239  -1.6433  -1.2272
C  2.9483  -0.9018  -0.0403
H  4.2901  -1.0400  1.5942
C  0.9778  -0.6850  2.3185
N  1.4556  0.5531  2.2380
C  -1.7893  0.3144  -2.2251
C  0.7074  1.5072  2.0932
C  -0.5909  1.1959  1.5807
H  2.4144  0.8318  2.6868
C  -1.6273  -1.1775  -1.6438
H  -2.3594  -1.6439  -2.0447
H  -2.7858  -1.0360  1.1725
N  1.7653  -1.3682  -0.4790
H  1.5562  1.1269  -1.4429
H  4.0008  -2.3941  0.8063
H  -2.7923  1.6644  -3.3403
C  -1.7274  1.7568  1.2701
N  -2.6456  1.1591  0.9673
O  3.3951  0.3514  -0.2535

Output
**Energy**: -37097.83504 eV
**Net charge**: 0
**HOMO level**: -8.609 eV
**Largest force on an atom**: 18.5 eV Å⁻¹
**Orbital gap**: 0.3181 hartree

Atom charges from the natural (NBO) analysis, given in e for atoms 1 to 6:
1 C -0.6399
2 H 0.2450
3 O -0.7078
4 H 0.4280
5 S 0.1635
6 C 0.4003

One molecule with the formula C5H8N2, computed with ωB97M-V with the def2-TZVPD basis set.

Atoms and positions in Å:
H  -2.0435  0.3489  -1.7127
H  -2.2939  1.3751  -0.2975
H  0.9451  1.4313  0.4162
N  0.7029  -2.9191  -1.0333
C  0.7148  -1.7675  -0.9303
C  0.5416  0.4149  0.4865
C  0.5927  -0.3255  -0.8197
H  1.0093  0.2335  -1.6613
H  1.7933  -0.3551  2.0774
C  0.7334  -0.2799  1.8123
N  -0.6579  0.0893  -0.2357
H  0.2169  0.2667  2.6081
H  0.3124  -1.2879  1.7603
C  -1.5328  0.9731  -0.9718
H  -1.0343  1.8022  -1.4984

Output
**Energy**: -8293.29354 eV
**Net charge**: 0
**SMILES**: C[C@H]1[C@@H](C#N)N1C
**HOMO level**: -9.811 eV
**Largest force on an atom**: 1.0 eV Å⁻¹
**Orbital gap**: 0.3939 hartree

Atom charges from the natural (NBO) analysis, given in e for atoms 1 to 6:
1 H 0.2121
2 H 0.2100
3 H 0.1948
4 N -0.3165
5 C 0.2759
6 C -0.0275

One molecule with the formula C5H10N2O2S, computed with ωB97M-V with the def2-TZVPD basis set.

Atoms and positions in Å:
H  2.4668  1.4185  0.6720
O  -0.4958  1.3190  1.9233
C  2.2531  1.0238  -0.3276
H  -2.4384  1.1203  -0.0020
C  -1.1164  -0.6363  0.1155
H  -0.7126  -2.7015  -0.3887
H  -1.7948  -0.8967  0.9358
O  1.3239  0.3099  2.5643
H  2.5128  1.7865  -1.0607
H  2.8639  0.1356  -0.4955
H  -2.0289  -1.9772  -1.3195
C  -1.6340  0.6488  -0.5631
C  0.2671  -0.3880  0.6775
H  -1.9626  0.4444  -1.5807
S  -0.2798  1.8702  -0.6068
N  0.8794  0.6583  -0.5330
N  0.3443  0.4305  1.8373
H  -0.3470  -1.5426  -1.6819
C  -1.0471  -1.7899  -0.8840
H  0.9462  -1.2338  0.7178

Output
**Energy**: -23253.51021 eV
**Net charge**: 0
**SMILES**: C[C@@H]1CSN(C)[C@H]1[N+](=O)[O-]
**HOMO level (spin up / spin down)**: -7.897 / -7.897 eV
**Largest force on an atom**: 3.6 eV Å⁻¹
**Orbital gap (spin up / spin down)**: 0.2987 / 0.2987 hartree

Atom charges from the natural (NBO) analysis, given in e for atoms 1 to 6:
1 H 0.1961
2 O -0.3904
3 C -0.4354
4 H 0.2421
5 C -0.2635
6 H 0.2115

C34H39N2O6PRuS2Se2 as an isolated structure, computed with ωB97M-V with the def2-TZVPD basis set.

Atoms and positions in Å:
H  -4.3242  -0.2307  -3.1894
C  3.8715  3.3242  2.0217
O  -3.8115  5.7784  0.6124
C  -2.5045  -4.2348  4.3155
H  -4.9162  4.4537  -0.4130
P  0.4166  -0.6920  -2.1101
H  0.6184  -5.5499  4.6928
O  -3.4271  0.9630  -0.0435
H  4.3068  -4.7494  -2.6403
C  2.1677  -2.2990  -3.5575
C  -4.1422  2.0464  0.5503
H  4.3396  0.6820  3.2089
H  1.6957  -2.3920  -0.1964
H  3.7038  2.4576  0.0486
C  1.6513  -1.9832  -2.3004
H  -2.5867  -4.0050  -4.2276
H  -3.5275  -4.4356  4.6048
H  3.5251  -3.5422  -4.6498
H  2.6228  0.4303  5.0889
C  3.0515  -3.6554  -1.2944
H  3.3873  -4.1800  -0.4105
H  4.2392  3.0685  3.0146
O  -1.0972  -0.8894  1.9480
C  -2.4740  3.5282  1.8310
H  2.5629  1.0712  -1.6877
H  0.4573  2.4884  -5.9277
C  3.3115  0.3382  3.0752
C  -0.3071  -1.7629  2.4112
Ru  -0.5411  0.7657  0.7339
H  3.3101  -0.7466  3.0929
Se  -1.7038  1.8973  2.5595
C  2.0939  -2.6561  -1.1679
O  1.4986  1.5139  1.4967
H  -5.0922  4.3191  1.3423
H  -0.4010  -3.2317  -3.3956
C  -3.5881  -2.1634  -3.7748
C  1.0056  0.6880  -3.1152
C  -4.3689  4.4799  0.5316
H  4.9680  1.7083  1.0242
H  -4.5485  -2.5079  -4.1358
C  2.1106  1.3826  -2.6232
H  -3.0051  3.0851  -1.5576
N  0.2787  -0.2900  -0.5911
H  4.4691  4.1562  1.6485
C  2.6116  2.4696  -3.3154
H  -3.6950  0.1443  0.3877
H  1.3317  0.6063  3.8934
C  -2.4660  3.4747  -0.6924
C  0.4176  1.0829  -4.3098
C  0.9220  2.1768  -5.0018
H  -4.4417  1.8000  1.5724
C  2.0128  2.8706  -4.5038
H  -1.7519  -5.9702  5.3221
H  2.4028  1.9614  4.2203
O  2.5008  -2.7551  4.0558
C  -2.2364  -0.4437  -2.7815
H  -2.2606  4.5315  -0.8699
C  2.3611  0.8781  4.1303
C  -3.3223  3.3449  0.5637
C  -1.1215  -1.2812  -2.8483
H  -2.1469  0.5410  -2.3376
C  -1.4970  -5.1059  4.7233
H  3.4655  3.0111  -2.9293
C  -2.2134  -3.1129  3.5491
H  -3.1014  3.9142  2.6403
H  -2.9816  -2.4215  3.2313
N  0.9962  -1.7989  2.2691
H  2.8368  3.6541  2.1046
C  3.9704  2.1509  1.0630
S  1.6234  -3.1320  2.9783
C  -3.4630  -0.8837  -3.2478
C  0.0965  -3.7617  3.6159
H  1.8349  -1.7579  -4.4364
C  -2.4875  -3.0042  -3.8284
C  -1.2550  -2.5674  -3.3618
H  -1.6744  4.2459  1.6440
Se  -0.6943  2.6383  -0.7554
H  -0.4378  0.5468  -4.6995
O  2.1395  -4.0352  1.9852
C  -0.8924  -2.8933  3.2066
C  -0.1696  -4.8809  4.3766
H  -3.3699  5.8679  1.4634
H  -5.0506  2.2153  -0.0426
C  3.5595  -3.9721  -2.5439
C  3.1197  -3.2953  -3.6774
S  2.8311  0.7910  1.3841
H  2.3997  3.7263  -5.0414

Output
**Energy**: -215388.86951 eV
**Net charge**: 0
**2S+1**: 5
**HOMO level (spin up / spin down)**: -7.467 / -7.452 eV
**Largest force on an atom**: 0.4 eV Å⁻¹
**Orbital gap (spin up / spin down)**: 0.2922 / 0.2358 hartree

Atom charges from the Löwdin analysis, given in e for atoms 1 to 6:
1 H 0.1071
2 C -0.1229
3 O -0.0495
4 C -0.0636
5 H 0.1299
6 P 0.8086

A 2-piece molecular cluster, C8H16N2O4 overall, computed with ωB97M-V with the def2-TZVPD basis set.

Atoms and positions in Å:
H  -0.1337  0.1782  -1.4713
C  3.0994  0.4267  -0.2111
H  -0.3272  -1.3135  -2.1411
O  -3.6228  -0.6502  2.2472
O  0.5757  1.4424  0.6669
H  1.7462  -0.6629  2.8553
H  -0.1763  -1.6417  1.0759
H  -1.8629  -0.0923  -3.8746
H  -3.8685  0.2471  2.2699
H  -0.1604  0.6348  -3.7687
H  4.2040  0.0442  -0.1851
H  3.1763  -1.6301  2.1592
C  -1.5345  -0.1774  1.4482
C  0.7688  0.2511  0.7977
H  -1.8266  0.8341  1.3482
H  1.8713  -1.4927  0.2409
H  2.8004  0.5825  -1.2814
C  2.6845  -0.6432  2.1834
H  -1.9050  1.7159  -0.7357
H  3.3877  0.0805  2.6214
C  2.1149  -0.4867  0.6940
N  -2.3706  -0.9683  1.9795
N  -0.2417  -0.5798  1.2203
C  -2.4252  0.7518  -0.6457
H  -1.4895  1.3459  -2.9841
O  -3.5326  0.7531  -0.2678
H  2.8726  1.3759  0.2809
C  -1.1196  0.4468  -3.2591
C  -0.7901  -0.3433  -2.0844
O  -1.9146  -0.4288  -1.1786

Output
**Energy**: -19721.89879 eV
**Net charge**: 0
**SMILES**: CC(C)C(=O)N/C=N/O.CCOC=O
**HOMO level**: -8.921 eV
**Largest force on an atom**: 4.0 eV Å⁻¹
**Orbital gap**: 0.3517 hartree

Atom charges from the natural (NBO) analysis, given in e for atoms 1 to 6:
1 H 0.1739
2 C -0.6238
3 H 0.1993
4 O -0.5121
5 O -0.6247
6 H 0.2219

- Which formula does entry 3 have?
  H40O20